[1]
12
Properties=species:S:1:pos:R:3 method="wB97M-V/def2-TZVPD" total_charge=0 homo_energy_ev=-9.803 lumo_ev=0.61 smiles="C=CC(=O)CO" homo_lumo_gap_ev=10.41 relative_energy_kcal_mol=38.8
H 0.2577 2.6772 -0.2990
O -0.5868 -0.8081 -1.4474
C -0.1122 -0.5578 0.9273
C -0.0140 -1.4309 -0.3250
C -0.4141 0.8801 0.6031
O 0.0319 -0.9740 2.0525
H -0.5554 -2.3621 -0.1355
H -0.2050 0.0855 -1.4952
H -1.4263 1.2244 0.8242
H 1.0462 -1.6903 -0.4835
C 0.4833 1.6556 -0.0053
H 1.4947 1.3006 -0.2162

***

[2]
12
Properties=species:S:1:pos:R:3 method="wB97M-V/def2-TZVPD" total_charge=0 homo_energy_ev=-8.797 lumo_ev=0.82 homo_lumo_gap_ev=9.62 relative_energy_kcal_mol=61.1
H 0.0899 2.1092 0.0749
H 0.3419 0.0207 2.6271
C 0.1851 0.1786 -1.1513
O 0.3616 -0.9393 2.4700
C 0.3060 -0.1615 0.2434
C -0.3587 1.1236 -0.0736
H 1.0942 0.5265 -1.6502
H 0.6481 -2.1641 0.8511
H -1.0189 -0.0656 -2.6338
O -0.6650 -0.6104 -1.9225
C 0.4585 -1.1261 1.1288
H -1.4427 1.1084 0.0362

***

[3]
12
Properties=species:S:1:pos:R:3 method="wB97M-V/def2-TZVPD" total_charge=0 homo_energy_ev=-10.509 lumo_ev=1.06 smiles="O=COC1CC1" homo_lumo_gap_ev=11.57 relative_energy_kcal_mol=51.5
O 2.0924 0.1661 -1.0644
H -0.9539 1.3910 0.8746
C -0.2256 0.6231 0.6659
C -0.7465 -0.4443 -0.3115
O 0.0795 -0.8236 -1.3879
H -1.1876 -1.0516 1.7678
H 0.7983 0.9899 0.7570
C 0.9582 0.2386 -1.4307
H 0.5394 -1.3558 1.1793
H -1.8051 -0.3914 -0.5679
C -0.3940 -0.8086 1.0788
H 0.4631 1.1455 -1.8143

***

[4]
12
Properties=species:S:1:pos:R:3 method="wB97M-V/def2-TZVPD" total_charge=0 homo_energy_ev=-8.776 lumo_ev=0.87 homo_lumo_gap_ev=9.65 relative_energy_kcal_mol=25.0
H 0.8324 -1.4215 -0.6582
C 0.6448 -0.9502 0.3029
H -0.4464 1.7658 1.6563
O -1.0437 0.4933 -0.5653
C -0.6009 0.6853 1.7445
O 1.4210 -0.0684 -4.0210
H 0.0244 0.3037 2.5544
C 0.6245 -0.1252 -3.2167
H 1.2297 -1.2946 1.1484
H -1.6532 0.5223 2.0007
C -0.2752 0.0071 0.4489
H -0.7574 0.0823 -1.3949

***

[5]
12
Properties=species:S:1:pos:R:3 method="wB97M-V/def2-TZVPD" total_charge=0 homo_energy_ev="-7.920 / -7.919" lumo_ev="0.11 / 0.11" homo_lumo_gap_ev="8.03 / 8.03" relative_energy_kcal_mol=129.6
H -3.2067 0.1043 1.0182
C 0.3077 -0.4604 -0.2598
O -0.1908 -1.6549 0.2282
H 2.2272 0.8316 -0.0832
O 0.8405 -0.2270 -2.7207
H -0.9707 -1.3880 0.7417
H -2.5184 0.3942 0.9712
C 1.3556 0.4629 0.4717
H 1.6191 -0.0276 1.4097
C 0.6099 -0.4106 -1.6054
C -0.0205 0.8967 0.2651
H -0.2390 1.6972 -0.4408

***

[6]
12
Properties=species:S:1:pos:R:3 method="wB97M-V/def2-TZVPD" total_charge=0 homo_energy_ev=-8.833 lumo_ev=0.92 smiles="CO[C@H]1CC1=O" homo_lumo_gap_ev=9.76 relative_energy_kcal_mol=82.2
O 2.6857 -0.0075 -0.7100
H 0.3723 -1.5219 -1.5474
C 1.6444 -0.5015 -0.3496
C 0.2898 -0.2742 0.2843
C 0.6327 -1.5110 -0.5348
C -1.3437 1.4152 0.3947
H -2.2931 1.7333 -0.1888
H -0.7633 2.2309 0.8566
O -0.4529 0.6492 -0.4774
H -1.6009 0.7581 1.2424
H 0.7125 -2.5708 -0.2661
H 0.1164 -0.3998 1.2961